{
  "formula": "FNO2",
  "method": "ωB97M-V/def2-TZVPD",
  "homo_ev": -11.414,
  "homo_lumo_gap_ev": 10.2,
  "spin_multiplicity": 1,
  "smiles": "O=[N+]([O-])F",
  "elements": ["O", "N", "O", "F"],
  "positions_angstrom": [[0.178, 0.538, 1.154], [0.044, 0.037, 0.162], [-1.015, -0.850, -0.440], [0.792, 0.275, -0.876]],
  "atomic_forces_ev_per_a": [[1.0, 1.4, 2.7], [-8.1, -6.6, -5.3], [4.3, 3.7, 3.8], [2.8, 1.5, -1.2]],
  "nbo_charge": [-0.169, 0.767, -0.454, -0.144]
}